Molecular formula: C49H46CuN5OSTe
Method: DFT, ωB97M-V/def2-TZVPD

```
104
Properties=species:S:1:pos:R:3:lowdin_charge:R:1
Cu 0.88911 -1.30087 -0.56904 0.20
N 1.10781 -4.90037 -2.62564 0.12
C 0.00621 -5.75467 -2.60534 -0.24
C 0.07191 -6.99297 -3.22454 -0.03
C -1.02689 -7.84217 -3.21164 -0.09
C -2.19769 -7.45207 -2.59164 -0.09
C -2.27469 -6.20907 -1.97704 -0.10
C -1.17799 -5.37167 -1.97294 -0.42
S -1.29919 -3.78787 -1.16014 1.07
N 0.09461 -3.00127 -1.63824 -0.25
C 1.05551 -3.56667 -2.27974 -0.33
C 2.18301 -2.73027 -2.66564 -0.18
C 2.94701 -2.99357 -3.80724 0.00
C 4.02171 -2.17777 -4.09124 -0.05
C 4.29461 -1.10677 -3.24324 -0.03
C 3.45731 -0.88407 -2.16604 -0.08
N 2.44101 -1.68097 -1.86734 0.08
H 1.92371 -5.23457 -3.11394 0.13
H 0.98941 -7.29707 -3.71034 0.11
H -0.95829 -8.80447 -3.69534 0.10
H -3.05409 -8.10667 -2.58034 0.10
H -3.18079 -5.88627 -1.48824 0.11
H 2.67261 -3.79487 -4.47844 0.11
H 4.63341 -2.36087 -4.96134 0.11
H 5.13871 -0.46197 -3.42964 0.11
H 3.61211 -0.04457 -1.50324 0.12
C -3.40599 -2.45917 2.58186 -0.11
C -2.34699 -2.98847 3.30796 -0.09
C -1.04889 -2.81047 2.89276 -0.04
C -0.74769 -2.07037 1.73426 -0.39
C -1.83839 -1.59347 0.97206 -0.23
C -3.14109 -1.79997 1.39576 -0.12
N 0.52101 -1.84237 1.29936 -0.07
C 1.59501 -2.01827 2.15196 -0.32
C 2.80811 -2.49927 1.64526 -0.04
C 3.92731 -2.60067 2.44576 -0.10
C 3.87811 -2.20717 3.77406 -0.12
C 2.68801 -1.72117 4.29326 -0.10
C 1.56451 -1.62327 3.49946 -0.07
H -4.42089 -2.59327 2.92436 0.09
H -2.54059 -3.56497 4.20346 0.10
H -0.24159 -3.27397 3.44046 0.11
H -1.65099 -1.21407 -0.02974 0.05
H -3.96559 -1.45527 0.78686 0.10
H 2.84311 -2.78807 0.60296 0.09
H 4.85031 -2.98637 2.03216 0.10
H 4.76031 -2.26897 4.39526 0.09
H 2.63861 -1.40887 5.32776 0.10
H 0.64701 -1.22297 3.91056 0.11
C -4.39509 4.84303 4.25276 -0.05
C -3.51769 3.90123 3.48866 -0.27
C -4.01169 3.22323 2.38586 -0.01
C -3.22939 2.34303 1.65246 -0.28
C -3.85549 1.63383 0.49316 -0.07
C -1.89469 2.14823 2.02176 -0.28
Te -0.46929 0.95583 0.93856 2.00
N -1.38619 1.21753 -0.80254 -0.15
C -0.47799 0.98753 -1.70054 -0.62
O 0.69531 0.56763 -1.42024 -0.15
C -0.86089 1.40283 -3.06964 -0.15
C -0.01079 2.23863 -3.78344 -0.02
C -0.42909 2.77973 -4.98574 -0.08
C -1.68829 2.48163 -5.48034 -0.10
C -2.53739 1.65143 -4.76604 -0.08
C -2.12999 1.11703 -3.55874 -0.03
C 0.87121 2.59773 0.61416 -0.28
C 2.22321 2.28563 0.77526 -0.30
C 2.65241 0.92823 1.23136 -0.07
C 3.18361 3.24823 0.50276 -0.01
C 2.83041 4.51843 0.07336 -0.27
C 3.87241 5.56193 -0.19884 -0.05
C 1.48431 4.80213 -0.09834 -0.01
C 0.49451 3.85703 0.15056 -0.26
C -0.93069 4.26213 -0.07164 -0.04
C -1.40329 2.77063 3.17076 -0.30
C -0.00909 2.50993 3.65926 -0.06
C -2.21479 3.64333 3.88446 -0.01
H -5.13229 5.29643 3.59516 0.08
H -3.80949 5.62693 4.72456 0.08
H -4.93029 4.30553 5.03506 0.08
H -5.03719 3.38053 2.08236 0.12
H -4.94139 1.63303 0.58666 0.08
H -3.48979 0.61133 0.44936 0.03
H -3.59179 2.11533 -0.44794 0.07
H 0.96201 2.47263 -3.37414 0.12
H 0.21461 3.44723 -5.54154 0.10
H -2.01389 2.90863 -6.41774 0.10
H -3.52509 1.43323 -5.14304 0.10
H -2.77969 0.47983 -2.97684 0.11
H 2.23361 0.67793 2.20646 0.07
H 3.73601 0.87503 1.30536 0.09
H 2.31981 0.16753 0.51966 0.03
H 4.22921 2.99653 0.62526 0.11
H 4.86331 5.19813 0.06196 0.07
H 3.66471 6.46223 0.37766 0.08
H 3.87351 5.83493 -1.25364 0.08
H 1.18921 5.78453 -0.44334 0.12
H -0.99949 4.91723 -0.93944 0.09
H -1.30479 4.81303 0.79256 0.09
H -1.55709 3.39133 -0.23764 0.04
H 0.27091 1.47233 3.46836 0.04
H 0.06281 2.69653 4.73036 0.09
H 0.71311 3.15603 3.15646 0.09
H -1.81869 4.12403 4.76906 0.12
```

Values from the calculation:
Lowest unoccupied orbital energy (Ha): -0.0102
Energy relative to the best compared isomer or geometry (same formula, charge and spin) (kcal/mol): 41.9
E_HOMO (eV): -6.18
E (eV): -123825.68127
Gap between HOMO and LUMO (Eh): 0.217